[1]
This record from OMol25 describes a 2-piece molecular cluster, C5H5N overall. The level of theory is wB97M-V/def2-TZVPD.

Net charge   0
Orbital gap (alpha / beta)   6.337 / 9.918 eV

Cartesian coordinates (Å):
C -1.73630 0.04077 -2.64757
C -1.93134 -0.10732 -1.47438
C -0.19083 -0.26065 1.14876
C 1.15581 0.18518 1.70944
C 0.94150 0.22090 0.22017
N -1.28069 -0.73523 1.22908
H -1.84541 0.13549 -3.69417
H 1.02845 0.94416 2.38485
H 1.73799 -0.79369 1.84592
H 1.40222 -0.68314 -0.29726
H 0.71860 1.05353 -0.42482

Mulliken population analysis, charges in e, atoms 1 to 4: -0.169 -0.355 0.441 -0.413

---

[2]
This record from OMol25 describes one molecule with the formula C5H5N. The level of theory is wB97M-V/def2-TZVPD.

SMILES   CCC#CC#N
Net charge   0
Orbital gap   11.020 eV

Cartesian coordinates (Å):
C -1.46174 -0.94407 0.33428
C -0.85985 0.46850 0.25474
C 0.56961 0.49565 -0.03823
C 1.77084 0.55827 -0.12476
C 3.14949 0.58876 -0.10235
N 4.30485 0.58879 -0.02898
H -1.25229 -1.40820 1.30091
H -1.07457 -1.60376 -0.44436
H -2.54534 -0.90263 0.21050
H -0.97756 0.97978 1.21502
H -1.39068 1.09337 -0.46746

Mulliken population analysis, charges in e, atoms 1 to 4: -1.051 -0.518 1.024 -0.159

---

[3]
This record from OMol25 describes one molecule with the formula C5H5N. The level of theory is wB97M-V/def2-TZVPD.

Net charge   0
Orbital gap   8.194 eV

Cartesian coordinates (Å):
C -0.00458 -0.73327 -1.82361
C -0.77225 0.46254 -1.37960
C -0.46209 -1.95249 -1.90529
C 0.25260 -0.49191 1.30733
C 0.12043 0.75018 0.79848
N -0.67303 1.02007 -0.30315
H 1.07438 -0.37871 -1.87035
H -1.70168 0.67814 -2.06463
H 0.85570 -0.73039 2.25649
H -0.45223 -1.18475 0.74041
H 0.66035 1.58001 1.21753

Mulliken population analysis, charges in e, atoms 1 to 4: -0.422 0.073 -0.005 -0.483

---

[4]
This record from OMol25 describes one molecule with the formula C5H5N. The level of theory is wB97M-V/def2-TZVPD.

Net charge   0
Orbital gap (alpha / beta)   8.699 / 7.611 eV

Cartesian coordinates (Å):
C -0.40696 0.56141 0.38355
C 0.99032 0.22934 0.30964
C -1.29561 -0.39103 -0.39593
C -0.89665 1.60137 1.03369
C 1.59647 -0.78934 -0.21153
N -1.16229 -1.35480 -1.08914
H -1.81022 2.01124 0.91721
H -0.20013 2.38320 1.42731
H 0.86037 -1.42796 -0.66862
H 2.67198 -0.88737 -0.18347
H -0.34728 -1.93605 -1.52271

Mulliken population analysis, charges in e, atoms 1 to 4: 0.807 -0.261 0.026 -0.669

---

[5]
This record from OMol25 describes C5H5N as an isolated structure. The level of theory is wB97M-V/def2-TZVPD.

Net charge   0
Orbital gap   8.191 eV

Cartesian coordinates (Å):
C -1.10782 0.82827 0.40349
C -0.01298 -0.16175 -0.34727
C -2.14565 -0.01600 0.68027
C -1.27499 -1.12416 -0.13090
C 1.65904 0.01557 -0.15995
N -2.07105 -1.66168 0.60129
H -1.34785 1.87329 0.44374
H 0.00810 0.07853 -1.46318
H 2.37107 -0.06416 -0.98638
H 2.00258 -0.74978 0.48429
H 1.91955 0.98187 0.47461

Mulliken population analysis, charges in e, atoms 1 to 4: -0.259 -0.007 -0.625 0.559

---

[6]
This record from OMol25 describes one molecule with the formula C5H5N. The level of theory is wB97M-V/def2-TZVPD.

SMILES   C=C1C=CN=C1
Net charge   0
Orbital gap   8.422 eV

Cartesian coordinates (Å):
C 0.39263 0.45717 1.78062
C 0.05033 0.26033 0.47619
C -1.05832 -0.46214 -0.19109
C -0.75170 -0.60131 -1.51528
N 0.47292 -0.14024 -1.84829
C 1.02496 0.40426 -0.82594
H -0.02862 -0.00250 2.55957
H 1.15984 1.10316 1.98186
H -1.99216 -0.70697 0.38988
H -1.32692 -1.03327 -2.22050
H 2.05705 0.72151 -0.58702

Mulliken population analysis, charges in e, atoms 1 to 4: -0.799 0.653 -0.474 -0.392

---

[7]
This record from OMol25 describes one molecule with the formula C5H5N. The level of theory is wB97M-V/def2-TZVPD.

Net charge   0
Orbital gap   8.907 eV

Cartesian coordinates (Å):
C -0.17361 1.31840 0.03745
C -1.16800 0.27829 0.01541
C -0.95127 -1.04903 0.04396
N 0.27419 -1.67799 0.10275
C 1.41477 -1.22837 0.10910
C 1.15188 1.04729 0.03213
H -0.60351 2.33720 -0.01152
H -2.20339 0.58753 -0.07825
H -1.76279 -1.75502 -0.05428
H 2.29532 -1.86539 -0.14354
H 1.72642 2.00708 -0.05321

Mulliken population analysis, charges in e, atoms 1 to 4: -0.011 -0.305 -0.163 -0.333

---

[8]
This record from OMol25 describes C5H5N as an isolated structure. The level of theory is wB97M-V/def2-TZVPD.

Net charge   0
Orbital gap   9.094 eV

Cartesian coordinates (Å):
C -0.88489 -0.73240 -0.50895
C -0.79661 0.73800 -0.75146
C -2.01060 -0.02648 -0.12304
C 0.49714 -0.98795 -0.04304
C 0.62022 0.60569 -0.17151
N -3.15308 -0.10694 0.30146
H 0.60267 -1.48681 1.11514
H 1.19447 -1.43016 -0.74280
H 1.27099 1.01486 -0.81400
H 0.70656 1.01214 0.75997
H -3.57695 0.82964 0.27619

Mulliken population analysis, charges in e, atoms 1 to 4: 0.169 -0.465 0.465 -0.519

---

[9]
This record from OMol25 describes one molecule with the formula C5H5N. The level of theory is wB97M-V/def2-TZVPD.

SMILES   CC#CC=C=N
Net charge   0
Orbital gap   9.224 eV

Cartesian coordinates (Å):
C 0.41521 -1.68222 -1.79398
C 0.31181 -0.80147 -0.64015
C 0.28614 -0.08280 0.32637
C 0.28510 0.77745 1.45488
C -0.26941 1.96591 1.38054
N -1.07883 2.89104 1.42002
H -0.54636 -1.77393 -2.30631
H 0.73605 -2.67714 -1.47089
H 1.15523 -1.29634 -2.50245
H 0.55136 0.44211 2.45020
H -1.84631 2.23739 1.68176

Mulliken population analysis, charges in e, atoms 1 to 4: -1.284 1.191 -0.160 -1.130

---

[10]
This record from OMol25 describes C5H5N as an isolated structure. The level of theory is wB97M-V/def2-TZVPD.

Net charge   0
Orbital gap (alpha / beta)   7.389 / 7.059 eV
Multiplicity   3

Cartesian coordinates (Å):
C -1.67679 0.06522 0.66239
C -0.91984 1.00127 1.02789
C -1.63535 -0.97606 -0.30966
C 0.03583 0.40910 -0.16835
C 1.47936 0.20849 0.28064
N -0.48616 -0.84434 -0.80841
H -2.36146 -1.75695 -0.59514
H -0.00786 1.18568 -0.96540
H 1.86417 -0.73706 0.76903
H 1.64859 1.04950 0.81329
H 2.05952 0.39515 -0.70628

Mulliken population analysis, charges in e, atoms 1 to 4: -0.082 -0.193 -0.122 0.440

---

[11]
This record from OMol25 describes C5H5N as an isolated structure. The level of theory is wB97M-V/def2-TZVPD.

Net charge   0
Orbital gap (alpha / beta)   9.216 / 8.864 eV
Multiplicity   3

Cartesian coordinates (Å):
C 1.35958 0.49223 0.12235
C 1.85549 1.72997 0.52192
C -0.27116 -1.53743 -0.19868
C -1.47168 0.10601 -0.32115
C 0.07570 -0.16385 -0.15107
N -1.54080 -1.38327 -0.35351
H 1.99871 -0.30854 0.01379
H 1.32567 2.20162 1.28964
H 0.10901 -2.48207 -0.03500
H -1.88078 0.76152 0.42237
H -1.55975 0.58380 -1.31066

Mulliken population analysis, charges in e, atoms 1 to 4: -0.337 -0.499 -0.228 -0.299

---

[12]
This record from OMol25 describes an isolated ion of composition C5H5N2 and charge +1. The level of theory is wB97M-V/def2-TZVPD.

Net charge   +1
Orbital gap   9.511 eV

Cartesian coordinates (Å):
C 0.44086 -0.93477 -0.33052
C 2.08120 -0.91399 -0.53305
C 1.27312 1.12095 0.34688
C -0.78010 -0.45922 -0.11496
C -2.19676 -0.51279 -0.16296
N 0.10772 0.57087 0.23039
N 2.36422 0.34868 -0.11832
H 1.30421 2.00043 1.06187
H -2.70951 -0.07063 0.72689
H -2.54068 -1.66516 -0.07763
H -2.71011 0.00359 -0.98006
H 3.36582 0.51202 -0.04853

Mulliken population analysis, charges in e, atoms 1 to 4: 0.132 -0.370 -0.065 0.840

---

E_tot for every record listed, in sequence, given in eV: -6746.9992; -6753.9495; -6749.9324; -6750.0124; -6747.6441; -6753.3915; -6751.2622; -6749.5453; -6752.5391; -6747.1147; -6749.1614; -8232.5585.
Relative energy (zero: lowest compared OMol25 entry of this formula, charge and spin) for every record listed, in sequence, given in kJ/mol: 859.6; 189.0; 576.5; 568.8; 797.3; 242.8; 448.2; 613.9; 325.0; 339.1; 141.6; 375.1.